Entry from OMol25: a cluster of 3 separate species, C15H15F5NO2P in total (ωB97M-V/def2-TZVPD).

Computed properties:
E: -44256.001 eV
Largest force on an atom: 0.57 eV/A
2S+1: 1
SMILES string: O=NOCPC(F)(F)C(F)(F)F.c1ccccc1.c1ccccc1
Kohn-Sham gap: 8.78 eV
Lowest unoccupied orbital energy: -0.0198 hartree

Each atom is followed by the atoms it is bonded to, with distances in Å.
Element x y z (Å)
1 O -1.189 -0.484 3.131  N2 1.153
2 N -2.003 -0.311 2.333  O1 1.153, O3 1.469
3 O -1.447 0.458 1.212  N2 1.469, C4 1.420
4 C -2.287 1.573 0.951  O3 1.420, P5 1.872, H13 1.100, H14 1.092
5 P -1.269 2.924 0.150  C4 1.872, C6 1.890, H15 1.411
6 C 0.235 3.057 1.287  P5 1.890, F7 1.344, F8 1.363, C9 1.543
7 F 0.903 1.893 1.350  C6 1.344
8 F 1.060 3.964 0.690  C6 1.363
9 C 0.014 3.557 2.729  C6 1.543, F10 1.330, F11 1.344, F12 1.335
10 F 1.104 3.400 3.475  C9 1.330
11 F -0.986 2.872 3.310  C9 1.344
12 F -0.320 4.850 2.722  C9 1.335
13 H -3.069 1.303 0.228  C4 1.100
14 H -2.765 1.931 1.866  C4 1.092
15 H -1.989 3.989 0.734  P5 1.411
16 C 2.350 3.467 -4.359  C17 1.388, C21 1.388, H22 1.083
17 C 2.518 2.364 -5.184  C16 1.388, C18 1.388, H23 1.083
18 C 2.206 1.094 -4.718  C17 1.388, C19 1.388, H24 1.083
19 C 1.726 0.927 -3.426  C18 1.388, C20 1.388, H25 1.083
20 C 1.559 2.031 -2.601  C19 1.388, C21 1.388, H26 1.084
21 C 1.871 3.301 -3.066  C16 1.388, C20 1.388, H27 1.083
22 H 2.592 4.457 -4.723  C16 1.083
23 H 2.894 2.493 -6.191  C17 1.083
24 H 2.337 0.233 -5.362  C18 1.083
25 H 1.480 -0.062 -3.062  C19 1.083
26 H 1.189 1.900 -1.591  C20 1.084
27 H 1.741 4.159 -2.419  C21 1.083
28 C -0.316 -4.212 0.811  C29 1.388, C33 1.388, H34 1.083
29 C -0.757 -3.771 2.052  C28 1.388, C30 1.388, H35 1.080
30 C -1.310 -4.671 2.953  C29 1.388, C31 1.388, H36 1.083
31 C -1.424 -6.012 2.612  C30 1.388, C32 1.388, H37 1.083
32 C -0.985 -6.452 1.371  C31 1.388, C33 1.388, H38 1.083
33 C -0.431 -5.553 0.471  C28 1.388, C32 1.388, H39 1.083
34 H 0.118 -3.510 0.111  C28 1.083
35 H -0.678 -2.726 2.312  C29 1.080
36 H -1.652 -4.326 3.920  C30 1.083
37 H -1.854 -6.714 3.315  C31 1.083
38 H -1.076 -7.498 1.105  C32 1.083
39 H -0.088 -5.897 -0.497  C33 1.083